65
Properties=species:S:1:pos:R:3 method="wB97M-V/def2-TZVPD" multiplicity=1 total_energy_ha=-1532.10042 homo_lumo_gap_ev=7.59 e_lumo_ev=-0.9 e_homo_ev=-8.49 e_above_lowest_ev=20.793
H 0.9235 -2.9411 1.2430
C 2.2348 1.5018 -0.4038
C 1.2764 -2.2240 0.2206
H -5.1167 0.5523 -1.9974
O -2.4941 2.7963 2.1844
H 2.9434 -4.1946 -0.2783
C 5.6382 1.4049 0.8647
H -2.3812 -4.8491 -0.4816
H 3.6029 0.1323 2.1959
C -4.2952 3.1820 0.5511
H -3.0660 -3.8762 -1.6755
C 2.0040 -4.4309 -0.8596
H -5.8316 1.7714 1.1064
H 5.1037 3.0032 -1.6593
H 2.3578 -2.0973 0.6178
H 0.2740 2.0650 2.1743
C 3.1020 3.1780 -2.5835
C -4.7878 1.0334 -1.1741
C 1.3127 1.9515 -1.3260
H 3.4494 3.8641 -2.9995
C 2.1147 0.7083 0.6539
C -1.0990 -1.4286 0.7273
C 3.6665 1.8559 -0.4782
H -4.2484 4.1343 -0.1111
C -2.6118 -2.9108 0.2220
H 5.9331 -0.4942 1.9138
H -2.5244 0.7171 -1.1037
C -1.5543 1.0313 1.2930
O -1.4922 -2.5134 -0.3064
C -5.6891 2.5955 0.2963
H -2.6592 -3.2471 1.2526
C -2.9834 -4.0920 -0.5935
H 0.3269 2.0548 -1.1564
N 4.3312 1.3847 0.5359
O -1.9989 -0.2573 0.5726
C 1.8129 2.9336 -2.3031
C 1.2387 -2.9919 -1.0728
H 1.1963 -0.4433 2.1540
H -4.9481 0.1725 -0.2362
H 1.8052 -2.4469 -1.8622
H 0.1926 -3.1974 -1.1803
N -3.1487 2.2289 0.2389
H 5.7830 1.1415 2.7740
H 0.7036 -4.8578 0.4988
C 4.0891 2.8244 -1.6249
C 3.2953 0.6614 1.3961
H 7.2988 0.5754 1.9597
H -4.1140 3.6467 1.5535
H 0.4987 -0.4906 -0.7778
C 0.3153 -1.1284 0.4691
O -5.8191 1.9324 -0.9356
C -3.3531 1.5006 -0.9717
C -0.0762 1.0555 1.6111
H -1.0364 -1.6726 1.8308
H -3.3374 2.4513 -1.7959
C 6.2980 0.6294 1.8878
C -2.4673 1.9185 1.2678
H -3.9258 -4.5537 -0.4661
O 1.0921 -5.1409 -0.1938
O 6.4206 2.1547 -0.2862
H -6.3466 3.3304 0.2964
H 1.1018 3.3081 -3.2024
H 2.1907 -4.9804 -1.9535
H -3.3993 -2.0591 0.1002
C 0.8771 0.1359 1.3869